No. 1
The following is a DFT calculation (the ωB97M-V functional and the def2-TZVPD basis) of a 2-piece molecular cluster, C2H9OS overall in a non-equilibrium geometry.

Last column: natural (NBO) charge in e.
CARTESIAN COORDINATES (ANGSTROEM)
O  1.14  -0.02  2.80  -0.93
H  0.83  -0.88  3.23  0.52
H  1.59  0.47  3.42  0.51
H  0.39  0.02  1.30  0.40
C  0.58  1.00  -1.13  -0.65
S  -0.29  -0.24  0.01  0.28
C  -1.39  -0.92  -1.18  -0.68
H  0.98  0.48  -2.01  0.24
H  -0.23  1.57  -1.53  0.23
H  1.32  1.61  -0.67  0.25
H  -2.44  -0.79  -0.74  0.27
H  -1.22  -1.96  -1.37  0.26
H  -1.26  -0.33  -2.13  0.28

Computed properties:
* lowest unoccupied orbital energy: -0.1856 Eh
* F_max: 5.52 eV/A
* total charge: +1
* energy above the lowest of the compared OMol25 structures with the same formula, charge and spin: 230.52 kJ/mol
* E: -554.6622 Eh
* gap between HOMO and LUMO: 0.350 Eh

=====

No. 2
The following is a DFT calculation (the ωB97M-V functional and the def2-TZVPD basis) of a 3-piece molecular cluster, C2H9OS overall in a non-equilibrium geometry.

Last column: natural (NBO) charge in e.
CARTESIAN COORDINATES (ANGSTROEM)
O  0.05  1.74  -0.63  -0.98
H  0.94  2.00  -0.91  0.50
H  3.81  1.19  -1.51  0.00
H  -0.48  1.78  -1.43  0.50
C  -1.36  -1.95  0.39  -0.74
C  -0.60  -0.91  1.09  -0.02
S  -1.36  0.40  1.74  0.38
H  -0.74  -2.76  0.03  0.27
H  -2.21  -2.36  0.95  0.29
H  -1.80  -1.49  -0.50  0.30
H  3.73  1.93  -1.55  0.00
H  0.48  -0.89  1.05  0.25
H  -0.46  1.32  1.28  0.23

Computed properties:
* lowest unoccupied orbital energy: -0.2421 Eh
* F_max: 1.17 eV/A
* total charge: +1
* energy above the lowest of the compared OMol25 structures with the same formula, charge and spin: 212.49 kJ/mol
* E: -554.6691 Eh
* gap between HOMO and LUMO: 0.351 Eh

=====

No. 3
The following is a DFT calculation (the ωB97M-V functional and the def2-TZVPD basis) of the molecule C2H9P.

Last column: natural (NBO) charge in e.
CARTESIAN COORDINATES (ANGSTROEM)
C  1.52  -0.24  -0.14  -0.63
C  0.34  0.71  0.05  -0.76
P  -1.33  -0.19  0.09  0.66
H  2.04  -0.07  -1.08  0.21
H  2.26  -0.17  0.65  0.22
H  1.18  -1.29  -0.15  0.19
H  0.41  1.27  1.00  0.21
H  0.27  1.45  -0.75  0.21
H  -1.27  -0.44  -1.31  -0.04
H  -2.00  1.00  0.51  -0.05
H  -0.81  -1.14  1.01  -0.05
H  -2.61  -0.89  0.13  -0.17

Computed properties:
* lowest unoccupied orbital energy: 0.0408 Eh
* F_max: 0.16 eV/A
* E: -422.8319 Eh
* gap between HOMO and LUMO: 0.342 Eh